Computed, not measured: a 5-piece molecular cluster, C65H44BClNO9 overall at a distorted geometry, with the ωB97M-V functional and the def2-TZVPD basis.

Geometry (Å):
O (-2.5938, -1.1495, -0.5929)
C (-1.7131, -0.4363, 0.1633)
C (-0.4642, 0.2839, -0.6158)
C (0.9808, -0.4753, -0.4742)
B (0.8995, -2.0986, -0.2290)
Cl (0.4616, -3.0836, -1.7609)
N (-2.0281, -0.3535, 1.6411)
C (-0.8282, 0.1667, 2.4067)
C (-0.5493, 1.7863, 2.4616)
C (0.7925, 2.3416, 3.2631)
C (1.8019, 1.2653, 3.9777)
C (1.5171, -0.3494, 3.9728)
C (0.1759, -0.8879, 3.1711)
H (-0.7332, 0.2784, -1.7780)
H (-0.3148, 1.4298, -0.3455)
H (1.6717, 0.0859, 0.3189)
H (1.5443, -0.3253, -1.5161)
H (0.2141, -2.3938, 0.6894)
H (2.0080, -2.4454, 0.0654)
H (-2.8772, 0.2414, 1.7623)
H (-1.2912, 2.5598, 1.9364)
H (1.0057, 3.5055, 3.3112)
H (2.7816, 1.6675, 4.5223)
H (2.2916, -1.0652, 4.5132)
H (-0.0286, -2.0610, 3.1712)
C (7.8879, 3.9503, -2.0185)
C (6.5274, 4.2538, -1.9756)
C (5.5865, 3.3001, -2.3670)
C (6.0079, 2.0421, -2.8146)
C (7.3690, 1.7473, -2.8807)
C (8.3112, 2.6996, -2.4707)
C (7.8268, 0.4415, -3.3980)
O (9.0222, 0.1804, -3.4531)
C (6.8241, -0.5409, -3.8557)
C (7.2460, -1.7600, -4.4022)
C (6.3041, -2.7003, -4.8252)
C (4.9420, -2.4307, -4.6956)
C (4.5188, -1.2148, -4.1567)
C (5.4623, -0.2641, -3.7450)
C (5.0047, 1.0333, -3.2096)
O (3.8078, 1.2729, -3.0996)
H (8.6209, 4.6903, -1.7048)
H (6.1982, 5.2331, -1.6351)
H (4.5258, 3.5423, -2.3259)
H (9.3750, 2.4717, -2.5067)
H (8.3077, -1.9796, -4.5040)
H (6.6340, -3.6441, -5.2541)
H (4.2081, -3.1660, -5.0183)
H (3.4537, -1.0094, -4.0631)
C (-4.0566, -4.4774, 4.1507)
C (-3.8250, -3.1022, 4.1638)
C (-3.3290, -2.4886, 5.3153)
C (-3.0751, -3.2509, 6.4619)
C (-3.3299, -4.6218, 6.4565)
C (-3.8110, -5.2386, 5.2943)
C (-3.1127, -5.4273, 7.6755)
O (-3.3330, -6.6321, 7.6705)
C (-2.6350, -4.7587, 8.9022)
C (-2.4801, -5.4997, 10.0811)
C (-2.0160, -4.8779, 11.2423)
C (-1.6973, -3.5203, 11.2274)
C (-1.8560, -2.7785, 10.0559)
C (-2.3352, -3.3973, 8.8937)
C (-2.5336, -2.5963, 7.6695)
O (-2.2581, -1.4021, 7.6568)
H (-4.4345, -4.9571, 3.2504)
H (-4.0285, -2.5068, 3.2765)
H (-3.1457, -1.4154, 5.3166)
H (-3.9994, -6.3107, 5.2783)
H (-2.7237, -6.5608, 10.1004)
H (-1.9015, -5.4541, 12.1579)
H (-1.3289, -3.0373, 12.1298)
H (-1.6098, -1.7179, 10.0531)
C (-0.3727, -3.1954, -5.0372)
C (0.1664, -4.4747, -4.9043)
C (0.5055, -5.2111, -6.0406)
C (0.2935, -4.6711, -7.3149)
C (-0.2683, -3.4019, -7.4480)
C (-0.5915, -2.6574, -6.3062)
C (-0.5423, -2.8425, -8.7875)
O (-1.0325, -1.7263, -8.9053)
C (-0.2253, -3.6508, -9.9817)
C (-0.5333, -3.1566, -11.2560)
C (-0.2247, -3.9089, -12.3914)
C (0.3990, -5.1491, -12.2587)
C (0.7018, -5.6464, -10.9903)
C (0.3799, -4.8996, -9.8492)
C (0.6717, -5.4500, -8.5108)
O (1.2157, -6.5420, -8.3931)
H (-0.6284, -2.6178, -4.1516)
H (0.3252, -4.8991, -3.9154)
H (0.9307, -6.2071, -5.9291)
H (-1.0178, -1.6603, -6.4022)
H (-1.0174, -2.1878, -11.3686)
H (-0.4694, -3.5255, -13.3797)
H (0.6460, -5.7321, -13.1433)
H (1.1843, -6.6176, -10.8942)
C (-5.2900, 4.9329, 5.2045)
C (-6.0889, 6.0433, 5.4762)
C (-5.8787, 7.2398, 4.7889)
C (-4.8578, 7.3302, 3.8349)
C (-4.0433, 6.2274, 3.5809)
C (-4.2673, 5.0221, 4.2590)
C (-2.9320, 6.3260, 2.6128)
O (-2.2183, 5.3567, 2.3865)
C (-2.6880, 7.6114, 1.9283)
C (-1.6025, 7.7356, 1.0514)
C (-1.3724, 8.9437, 0.3898)
C (-2.2287, 10.0254, 0.5939)
C (-3.3076, 9.9062, 1.4712)
C (-3.5317, 8.6994, 2.1471)
C (-4.6543, 8.5945, 3.1000)
O (-5.4046, 9.5461, 3.2835)
H (-5.4597, 3.9976, 5.7334)
H (-6.8778, 5.9774, 6.2222)
H (-6.5096, 8.1010, 5.0026)
H (-3.6442, 4.1529, 4.0561)
H (-0.9310, 6.8949, 0.8840)
H (-0.5258, 9.0396, -0.2867)
H (-2.0540, 10.9643, 0.0731)
H (-3.9690, 10.7564, 1.6293)

Calculated values
Maximum force: 8.24 eV Å⁻¹
Total charge: -1
LUMO level: 0.080 eV
HOMO: -5.059 eV
Kohn-Sham gap: 5.14 eV

Löwdin population analysis, charges in e, atoms 1 to 2: -0.091, -0.273